Formula: C48H64N10O4
Source: OMol25
Level of theory: the ωB97M-V functional and the def2-TZVPD basis

```
126
Properties=species:S:1:pos:R:3:forces:R:3
C 1.62996 4.27317 3.11415 0.943 1.195 -0.441
C 1.86038 3.38558 4.36447 -1.428 -1.195 -1.325
C 1.93368 1.96376 3.69967 1.415 0.433 -0.073
O 2.37568 2.19799 2.36592 -0.089 0.404 -0.950
C 1.67253 3.35111 1.87383 0.130 -0.205 0.929
H 2.42937 4.99246 2.93616 0.691 -0.264 0.378
H 0.83680 5.01919 3.16352 -0.822 -0.783 0.072
H 0.93856 3.42380 4.94490 0.430 0.090 0.537
H 2.76373 3.54264 4.95386 -0.238 0.365 -0.146
H 1.03005 1.35670 3.64443 -0.200 0.301 0.491
H 2.76524 1.39471 4.11535 -0.329 -0.285 0.376
H 0.70497 3.05875 1.46588 -0.249 0.116 0.223
H 2.25523 3.81332 1.07700 0.044 -0.189 -0.059
C 4.44870 1.29168 -0.45743 -0.460 1.024 0.218
C 4.58086 0.04838 -1.28830 0.728 0.981 1.023
O 4.63096 -1.04382 -0.77575 -0.092 -1.321 -0.501
N 4.68898 0.37681 -2.59695 0.844 -0.107 1.150
C 5.09938 -0.48782 -3.67996 -1.641 0.680 -0.802
H 3.42395 1.62445 -0.62255 0.015 0.620 -0.165
H 5.18315 2.01258 -0.81659 -0.300 0.339 -0.072
H 4.54607 1.29437 0.62821 0.148 -0.929 -0.116
H 4.71623 1.36826 -2.78771 0.014 -0.286 0.014
H 4.12508 -0.52882 -4.16696 0.440 -0.974 -1.200
H 5.45132 -1.49450 -3.45450 0.008 0.393 0.507
H 5.78294 0.08993 -4.30209 0.189 -0.415 -0.060
C 2.04687 -1.87676 5.74399 -2.255 -0.771 -0.098
C 3.00098 -1.39350 4.75427 0.296 -1.285 0.299
O 3.97720 -0.87340 5.20959 2.250 2.016 -0.040
N 2.89111 -1.77639 3.46841 1.871 0.794 -1.534
C 3.89261 -1.25973 2.42344 -2.002 -0.445 0.100
H 2.54615 -2.63586 6.34614 -0.170 0.021 -0.021
H 1.20337 -2.28763 5.18918 -0.385 -0.469 0.426
H 1.64479 -1.09759 6.39156 0.344 0.106 -0.079
H 2.16318 -2.36678 3.09206 -0.069 0.305 0.382
H 3.96978 -2.04448 1.67089 0.125 0.179 -0.051
H 4.89373 -0.92616 2.69655 -0.367 -0.449 0.891
H 3.37636 -0.40384 1.98866 0.310 0.046 -0.292
C -2.85574 4.01563 -0.07471 -0.251 -0.505 -1.070
C -2.33083 5.18770 0.65760 3.873 -2.475 1.291
O -1.24235 5.11500 1.25045 -0.350 0.035 -0.209
N -3.12297 6.18335 0.80732 -3.693 3.278 -0.152
C -3.00631 7.25210 1.81331 0.592 -0.924 0.193
H -2.11703 3.45082 -0.64339 0.352 0.257 0.273
H -3.60542 4.30510 -0.81111 -0.410 -0.188 0.191
H -3.24992 3.33617 0.68096 -0.279 -0.009 -0.200
H -3.91631 6.16534 0.18251 -0.128 0.322 0.380
H -2.21965 7.93855 1.50020 -0.121 0.114 0.405
H -2.77437 6.75122 2.75322 0.725 0.096 -0.044
H -3.92527 7.76221 2.10214 -0.240 -0.033 -1.039
N 1.80485 -5.04709 -0.05068 2.000 -0.324 1.300
C 0.57919 -5.50745 -0.06190 -1.092 -0.042 -0.493
C -0.23980 -5.60048 1.05488 0.186 -1.070 0.783
C 0.35823 -5.47327 2.28752 0.225 0.388 0.471
C 1.69576 -5.13648 2.35784 1.078 0.730 -0.765
C 2.40105 -4.90993 1.16804 -1.719 0.392 -0.421
H 0.23037 -5.82148 -1.03459 -0.367 0.263 -0.240
H -1.25853 -5.95656 1.09728 -0.137 0.104 -0.780
H -0.19595 -5.63048 3.20107 -0.167 0.051 0.034
H 2.21728 -4.89652 3.27264 -0.101 -0.405 0.303
H 3.40502 -4.51285 1.19538 0.174 -0.108 -0.152
N -1.13051 -1.28840 -0.82205 -1.675 0.179 -0.049
C -1.16356 0.05095 -0.60863 2.451 -0.430 0.391
C -0.03312 0.71448 -0.12202 -0.016 -1.977 -0.192
C 1.08918 -0.09708 0.24940 -1.017 2.379 -0.548
C 1.03329 -1.45860 0.13096 -0.302 -0.271 0.131
C -0.11280 -2.04024 -0.44034 0.912 1.526 0.743
H -1.98563 0.71978 -0.81666 -0.720 -0.790 -0.391
H -0.09268 1.79193 -0.07762 0.466 0.075 0.294
H 1.94178 0.48157 0.57286 0.299 -0.475 0.406
H 1.83473 -2.07176 0.51580 0.182 -0.098 -0.256
H -0.10958 -3.11838 -0.50351 -0.562 -0.043 -0.484
N -0.00023 0.43830 -6.53694 -0.006 -0.286 1.877
C -0.63339 0.40240 -5.34745 0.982 0.385 0.551
C -0.02052 0.85111 -4.14502 -1.825 -0.522 -0.718
C 1.26206 1.29306 -4.13983 1.117 0.446 -0.101
C 1.96236 1.30279 -5.32511 -0.583 -0.525 -2.208
C 1.27880 0.84512 -6.48775 -0.599 0.412 0.134
H -1.62788 -0.01820 -5.32578 -0.250 0.142 -0.019
H -0.57764 0.94396 -3.22448 -0.274 -0.430 0.001
H 1.71822 1.64555 -3.22656 0.039 0.073 0.126
H 2.95101 1.71484 -5.46359 0.154 -0.145 0.266
H 1.61389 0.82579 -7.51428 1.238 0.357 0.191
N -4.41860 1.12996 0.41084 -0.194 0.950 0.785
C -5.30936 1.30955 1.42756 1.176 -1.419 -1.395
C -6.69218 1.19729 1.26385 1.615 0.427 0.807
C -7.16119 0.99972 -0.01413 0.812 -0.995 -1.057
C -6.24280 0.80837 -1.08180 0.456 1.305 0.865
C -4.83839 0.98007 -0.82606 -2.541 -0.702 0.224
H -4.71374 1.32025 2.32840 -0.854 0.402 0.763
H -7.30042 1.22166 2.15595 -0.329 0.161 -0.170
H -8.22393 0.84536 -0.12887 -0.069 0.110 -0.421
H -6.62040 0.68029 -2.08550 0.094 -0.198 -0.068
H -4.06985 0.91923 -1.58240 -0.153 -0.169 -0.355
N -3.70143 -1.39464 -4.17546 1.884 -0.544 0.338
C -4.95169 -1.59084 -4.51444 0.095 -0.714 1.906
C -5.70572 -2.57298 -3.83673 0.477 -1.085 -0.095
C -5.11592 -3.40290 -2.84551 1.418 2.046 -0.409
C -3.74115 -3.12116 -2.46825 -2.101 -0.388 -1.286
C -3.07981 -2.19104 -3.24054 -1.032 1.280 -0.553
H -5.34183 -0.87741 -5.22520 -0.391 -0.226 -0.211
H -6.69880 -2.76285 -4.21638 -0.262 -0.101 0.330
H -5.67622 -4.16932 -2.33068 -0.118 0.008 -0.069
H -3.23982 -3.62969 -1.65802 -0.016 -0.112 -0.055
H -2.04183 -1.95074 -3.06376 0.024 -0.048 0.042
N -1.48349 1.63044 6.13391 0.531 -0.399 -2.142
C -1.39342 0.37780 5.58132 0.170 2.023 -0.174
C -1.39873 0.17831 4.17801 -0.319 -1.826 1.722
C -1.50863 1.21753 3.32098 -0.199 0.087 -0.943
C -1.54015 2.46567 3.84062 -0.105 1.549 0.554
C -1.49703 2.63655 5.21825 -0.832 -0.664 0.662
H -1.26914 -0.35619 6.36377 -0.194 -0.640 -0.455
H -1.44667 -0.79706 3.71674 0.281 -0.418 0.447
H -1.59605 1.05825 2.25637 0.052 -0.096 -0.119
H -1.64557 3.32112 3.18987 0.167 0.258 0.004
H -1.62169 3.63843 5.60179 0.211 0.118 0.276
N 2.86585 -4.10991 -5.74599 -1.152 0.759 0.043
C 2.14009 -3.01582 -5.40836 0.127 0.523 0.557
C 2.01715 -2.50663 -4.10151 0.840 -1.284 0.276
C 2.67067 -3.20974 -3.04251 -1.336 1.624 -1.690
C 3.29693 -4.35663 -3.39174 0.889 -0.853 0.013
C 3.35749 -4.77413 -4.73988 0.879 -0.170 1.563
H 1.69554 -2.52105 -6.25924 -0.171 0.277 0.055
H 1.50102 -1.60937 -3.79342 -0.274 0.175 -0.671
H 2.64612 -2.75641 -2.06257 0.169 -0.360 0.230
H 3.84671 -4.88097 -2.62415 -0.040 -0.421 -0.079
H 3.93910 -5.66053 -4.94579 0.013 -0.211 -0.241
```
Positions in Å, forces in eV/Å.

The spin multiplicity is 1. The SMILES is CNC(C)=O.CNC(C)=O.CNC(C)=O.c1ccncc1.c1ccncc1.c1ccncc1.c1ccncc1.c1ccncc1.c1ccncc1.c1ccncc1.C1CCOC1. The HOMO-LUMO gap comes out at 9.4 eV.